# 1
ORCA calculation (ωB97M-V/def2-TZVPD) on a cluster of 9 separate species, C12H28Cl16NO2PS in total.

Cartesian coordinates (Å):
C: -1.5206 1.0980 -5.4882
C: -0.9737 -0.2536 -4.9891
S: -1.6905 -0.8637 -3.4457
C: -0.8775 0.0426 -2.1009
P: 0.7351 0.9271 -2.5720
C: 2.2839 1.9034 -3.2127
O: 1.9674 3.2589 -3.5628
N: 1.3620 3.9329 -2.4844
O: 0.6094 4.7426 -2.8633
H: -0.7111 1.6856 -5.9252
H: -1.9436 1.6746 -4.6676
H: -2.2848 0.9439 -6.2466
H: -1.2375 -1.0205 -5.7172
H: 0.1145 -0.2414 -4.9674
H: -1.5541 0.8485 -1.7904
H: -0.7311 -0.5899 -1.2256
H: -0.0225 1.7335 -3.4589
H: 0.9192 1.3946 -1.2567
H: 1.3530 -0.2954 -2.9385
H: 2.5842 1.4385 -4.1535
H: 3.1368 1.8424 -2.5282
Cl: 5.6663 -1.9805 -1.3721
C: 4.1942 -1.2161 -1.9781
Cl: 3.3063 -0.3608 -0.7081
H: 4.4673 -0.4966 -2.7419
H: 3.5471 -1.9842 -2.3870
Cl: -1.6590 2.5156 0.4199
C: -1.4626 1.5007 1.8578
Cl: -1.5320 -0.2213 1.4726
H: -0.4976 1.7154 2.3013
H: -2.2596 1.7292 2.5539
Cl: -3.3519 0.6140 -8.7056
C: -3.8231 2.3148 -8.8131
Cl: -2.5153 3.3325 -9.4248
H: -4.6659 2.3929 -9.4885
H: -4.0891 2.6574 -7.8203
Cl: 0.8016 -0.4788 4.0128
C: 0.1875 0.2136 5.5250
Cl: -1.4698 0.8085 5.3737
H: 0.2132 -0.5669 6.2763
H: 0.8258 1.0428 5.8059
Cl: 2.7215 -4.3943 8.1134
C: 2.2178 -3.0004 7.1544
Cl: 1.1324 -1.9363 8.0674
H: 3.0984 -2.4366 6.8723
H: 1.6900 -3.3545 6.2771
Cl: -0.0154 -7.0112 10.7999
C: -0.4873 -5.6154 9.8226
Cl: -1.5329 -4.4988 10.7097
H: 0.4102 -5.0847 9.5321
H: -1.0274 -5.9727 8.9544
Cl: -4.1667 2.8076 5.6801
C: -4.6334 2.9513 7.3794
Cl: -3.2947 3.4960 8.3955
H: -5.4371 3.6736 7.4517
H: -4.9550 1.9776 7.7278
Cl: 3.0167 -0.2674 -5.4937
C: 3.4852 -1.9010 -6.0034
Cl: 2.5176 -3.1302 -5.1846
H: 3.3307 -1.9877 -7.0719
H: 4.5276 -2.0496 -5.7491

Atomic forces in eV per Å
0.25 -0.13 0.20
-0.14 0.40 -0.35
0.11 -0.60 0.25
-0.11 0.73 -0.19
-0.33 0.02 -0.24
0.27 -0.28 0.20
-0.48 0.10 -0.07
-0.16 -0.38 -0.03
0.40 0.20 -0.01
-0.06 0.06 -0.10
-0.07 0.04 -0.03
-0.05 0.08 0.09
0.03 -0.15 0.09
0.02 -0.10 0.14
0.12 -0.09 0.04
-0.02 -0.32 -0.20
0.08 0.18 0.01
-0.09 0.04 0.03
0.11 0.00 0.00
-0.07 0.48 0.25
-0.03 0.17 0.05
0.00 0.00 -0.01
-0.05 0.00 -0.10
0.13 -0.10 0.18
0.01 0.02 0.02
-0.01 -0.01 0.03
0.01 0.09 0.09
0.02 0.03 0.04
-0.09 -0.01 -0.02
0.02 -0.03 -0.03
-0.04 -0.01 -0.04
-0.06 -0.06 -0.11
-0.03 0.03 0.05
0.00 0.01 0.00
0.02 -0.02 -0.03
0.04 -0.01 0.02
0.10 0.01 0.08
0.03 -0.07 0.02
0.07 -0.02 0.03
-0.11 0.16 -0.13
-0.01 0.03 -0.04
0.05 -0.03 -0.02
-0.02 0.01 -0.08
0.08 -0.15 0.16
0.01 0.02 0.06
-0.03 -0.01 0.02
0.01 -0.01 -0.01
0.01 0.02 -0.02
-0.01 0.01 -0.01
0.00 0.02 0.03
-0.03 -0.02 0.02
-0.10 0.05 -0.04
-0.03 -0.03 0.03
0.00 0.00 0.01
0.03 0.03 -0.02
0.04 -0.02 -0.01
0.21 -0.41 -0.33
-0.02 -0.02 -0.03
0.01 -0.01 0.01
-0.05 0.01 0.00
0.00 0.01 0.04

- Spin multiplicity: 1
- Calculated total energy: -238960.43349 eV
- SMILES: CCSC[PH3]CON=O.ClCCl.ClCCl.ClCCl.ClCCl.ClCCl.ClCCl.ClCCl.ClCCl
- LUMO level: 0.3 eV
- Highest occupied orbital energy: -7.99 eV

Here are the Mulliken charges for atoms 1 to 4, given in e:
1 C -0.6687
2 C -0.1160
3 S -0.1453
4 C -0.7483

# 2
ORCA calculation (ωB97M-V/def2-TZVPD) on a cluster of 10 separate species, C30H33F7O30 in total at a distorted geometry.

Cartesian coordinates (Å):
O: 13.0686 16.4172 15.5543
C: 12.6771 15.7195 14.6782
O: 11.8698 14.6679 14.8573
C: 11.5772 14.1412 13.4462
C: 12.2045 15.1274 12.5328
F: 11.2919 15.8539 11.8970
O: 12.9711 15.8579 13.3569
H: 12.0815 13.1836 13.3868
H: 10.5271 13.9492 13.4401
H: 12.8191 14.5459 11.7762
O: 14.6001 6.8327 17.0492
C: 14.5835 7.5259 18.0647
O: 13.9221 7.1538 19.1466
C: 14.2680 8.1082 20.1817
C: 15.3599 8.9491 19.5585
F: 16.5877 8.4086 19.8585
O: 15.2180 8.7062 18.1726
H: 13.4528 8.8334 20.3621
H: 14.6812 7.6628 21.0526
H: 15.3920 9.9854 19.7709
O: 18.0104 13.8419 13.1535
C: 17.5617 14.5044 14.0200
O: 18.1349 14.8219 15.2143
C: 17.2732 15.6049 16.0545
C: 16.2415 16.1065 14.9653
F: 16.7032 17.2651 14.4594
O: 16.3817 15.1319 13.9485
H: 16.8434 14.8948 16.7416
H: 17.8620 16.4283 16.4468
H: 15.1913 16.1176 15.2121
O: 13.7424 8.0517 11.3971
C: 14.0984 7.2048 12.1921
O: 13.6980 5.9429 12.1749
C: 14.3193 5.1783 13.2134
C: 15.3410 6.1550 13.8050
F: 16.5790 5.9620 13.2242
O: 14.8956 7.4183 13.2986
H: 13.5803 4.7802 13.8994
H: 14.8194 4.2361 12.7785
H: 15.4179 6.1896 14.8740
O: 8.7544 7.8658 13.2970
C: 9.6053 7.6172 14.0765
O: 9.5621 6.5698 14.9565
C: 10.5866 6.7057 15.9567
C: 11.5980 7.5921 15.1898
F: 12.4675 6.7146 14.4731
O: 10.8390 8.2841 14.2131
H: 10.3363 7.0763 16.9319
H: 11.0189 5.7135 16.1221
H: 12.2686 8.3009 15.6493
O: 14.1203 12.4960 12.1619
C: 15.1486 12.0842 11.6779
O: 15.7551 10.9734 11.9480
C: 17.1238 11.1053 11.5163
C: 17.1091 12.3630 10.5534
F: 17.3752 11.9464 9.2493
O: 15.8013 12.7569 10.6672
H: 17.8056 11.1362 12.3694
H: 17.3828 10.2803 10.7963
H: 17.7573 13.2411 10.6792
O: 15.2770 13.0622 16.5906
C: 15.0838 11.9666 16.0866
O: 15.5115 10.7741 16.5601
C: 15.1053 9.7687 15.5716
C: 14.0376 10.5277 14.7475
F: 12.7889 10.2350 15.2789
O: 14.2985 11.8573 14.9670
H: 15.9325 9.6121 14.8911
H: 14.7338 8.8918 16.0953
H: 13.9891 10.3419 13.6293
O: 9.7816 9.4430 16.7976
C: 9.2852 10.1176 15.9422
O: 7.9458 9.9721 15.6324
C: 7.5750 10.9939 14.6817
C: 8.9545 11.2546 13.9872
O: 9.8488 10.9147 15.0265
H: 6.8168 10.5576 14.0521
H: 7.2783 11.8498 15.2907
H: 9.1191 12.2365 13.6541
H: 9.0745 10.4659 13.2505
O: 14.9789 11.8796 19.9374
C: 14.0733 12.3465 19.3317
O: 13.6463 13.6287 19.4248
C: 12.7690 13.8899 18.3400
C: 12.3312 12.5293 17.8375
O: 13.4271 11.6427 18.3461
H: 11.8744 14.3915 18.7644
H: 13.2891 14.5072 17.6311
H: 12.4345 12.5672 16.7616
H: 11.4282 12.1381 18.2411
O: 10.3518 12.5687 11.3964
C: 10.6256 11.6137 10.7539
O: 10.4073 11.4977 9.4207
C: 10.5986 10.1489 8.9764
C: 11.4184 9.5749 10.1067
O: 11.1328 10.4914 11.2946
H: 9.6895 9.6562 8.9227
H: 11.0585 10.2605 7.9529
H: 12.4794 9.6303 9.8756
H: 11.1035 8.6374 10.4367

Atomic forces in eV per Å
0.55 0.38 0.11
-1.05 -0.94 -0.06
-0.13 -0.10 -2.04
0.20 -1.40 2.95
0.35 -3.24 -1.35
-0.91 1.34 -0.67
1.91 2.30 0.96
0.13 -0.06 0.02
-0.57 0.42 -0.48
-0.48 1.14 0.72
-0.13 1.59 1.54
0.09 -2.09 -3.01
0.41 0.81 1.27
-0.48 1.73 -0.84
0.86 -1.31 -0.68
0.32 -0.08 0.48
-0.59 -0.47 0.60
-0.09 -0.92 0.17
-0.19 -0.73 0.74
-0.20 0.91 0.09
0.58 -1.01 -0.48
-0.25 1.68 1.86
0.89 -0.81 -0.77
-0.82 -0.13 -2.11
1.11 -1.64 0.80
-0.18 0.86 -0.15
-0.80 0.14 -0.33
-0.27 0.29 0.61
-0.20 -0.09 0.28
-0.06 0.55 0.27
0.91 -1.30 1.58
-0.62 1.38 -0.22
0.08 -0.83 -0.32
1.05 -1.60 -0.70
-0.53 0.61 -1.51
-0.17 -0.30 0.44
0.00 -0.27 -0.33
-0.15 0.53 0.20
-0.48 1.70 0.35
0.13 0.10 0.46
0.18 0.41 -0.19
1.33 -0.79 0.91
-0.35 1.03 0.47
1.67 -0.42 -1.37
0.07 -0.65 -1.06
-0.75 0.52 0.51
-1.17 -1.17 0.50
-0.93 0.65 0.03
0.01 0.18 -0.27
-0.36 -0.07 0.56
1.16 -0.78 -0.69
-2.14 2.30 -0.82
1.58 -0.98 0.78
1.06 -0.41 -2.05
0.55 -0.63 0.25
-0.40 -0.09 0.53
-1.17 0.74 0.43
-0.27 0.20 -0.18
-0.34 0.41 1.15
-0.02 -0.64 0.57
0.09 -2.07 -0.82
-0.01 1.89 1.34
-0.59 0.82 -1.61
-0.38 1.31 -0.51
-0.27 -1.49 -1.01
0.05 0.32 -0.09
0.77 0.18 0.83
0.37 -0.53 0.20
0.20 0.15 -0.54
0.12 0.02 1.49
0.59 0.96 -0.11
-1.89 -1.16 -1.29
0.73 0.43 0.37
1.53 0.00 0.53
-2.06 -2.24 0.77
1.36 0.35 1.61
-0.24 0.29 -0.22
-0.45 0.11 -0.43
0.28 1.04 -0.51
0.17 0.39 -0.62
0.33 -0.03 0.95
-0.15 0.29 -1.58
0.41 -1.27 0.31
-1.75 0.43 1.14
2.62 -0.30 -0.27
-1.01 1.53 0.60
0.67 0.17 -0.41
0.02 0.14 -0.47
-0.61 -0.58 -0.25
-0.82 -0.11 0.00
-0.20 1.17 0.34
-0.06 -1.14 -0.28
-0.26 0.54 0.40
1.76 1.61 -0.32
0.89 1.80 0.77
0.27 -0.81 -2.52
-2.02 -0.75 -0.36
-0.19 -0.63 1.25
0.02 -0.18 0.44
-0.18 -1.58 0.32

- Spin multiplicity: 1
- Calculated total energy: -112093.91436 eV
- SMILES: O=C1OC[C@@H](F)O1.O=C1OC[C@@H](F)O1.O=C1OC[C@@H](F)O1.O=C1OC[C@@H](F)O1.O=C1OC[C@@H](F)O1.O=C1OC[C@@H](F)O1.O=C1OC[C@@H](F)O1.O=C1OCCO1.O=C1OCCO1.O=C1OCCO1
- LUMO level: 0.4 eV
- Highest occupied orbital energy: -11.24 eV

Here are the Mulliken charges for atoms 1 to 4, given in e:
1 O -0.5934
2 C 0.6467
3 O -0.3440
4 C 0.4784